No. 1
Density functional theory data (wB97M-V/def2-TZVPD) for a molecular structure, C48H95B2F2O7PRb2 at a distorted geometry.

The molar mass comes out at 1045.8 g mol⁻¹. For the total energy, the calculation gives -3051.3212 a.u. The calculation puts the LUMO energy at -0.162 eV. The gap between HOMO and LUMO comes out at 7.30 eV.

Each line ends with the Mulliken charge.
Atoms and positions in Å:
Rb  -28.45260  9.09735  -5.34494  0.47
Rb  -27.16771  9.36513  -9.15209  -1.99
C  -26.97775  14.79730  -11.12444  -1.63
C  -27.98181  13.64264  -10.93567  0.83
C  -29.24710  14.01669  -10.20107  -1.00
C  -30.21387  12.78386  -10.13021  -0.58
P  -31.30116  12.43711  -11.62342  0.81
C  -32.49061  13.79039  -11.66145  -1.11
C  -33.88775  13.58761  -12.36240  -0.51
C  -34.73741  14.90858  -12.57045  -0.51
C  -35.90668  14.54123  -13.41401  -1.25
C  -30.38068  12.50555  -13.19677  -0.58
C  -31.21560  12.16456  -14.45717  -0.55
C  -30.35460  11.98295  -15.77338  -0.49
C  -31.15267  11.74518  -17.06708  -1.40
C  -32.19558  10.80117  -11.49145  -1.14
C  -31.28283  9.57624  -11.49682  -0.11
C  -32.15862  8.22902  -11.62946  -0.37
C  -32.82437  8.01966  -13.03146  -1.73
H  -26.65275  15.28542  -10.20562  0.27
H  -27.32278  15.48750  -11.89429  0.41
H  -26.05242  14.42937  -11.56771  0.36
H  -27.48388  12.80950  -10.43963  -0.07
H  -28.27011  13.19224  -11.88547  -0.17
H  -29.79920  14.84975  -10.63614  0.32
H  -28.97737  14.26229  -9.17392  0.55
H  -30.92728  12.87139  -9.31076  0.64
H  -29.63697  11.86583  -10.01839  0.24
H  -31.95900  14.61045  -12.14414  0.54
H  -32.60792  13.98730  -10.59582  0.64
H  -34.46832  12.78500  -11.90759  0.42
H  -33.64559  13.40134  -13.40871  0.04
H  -34.08905  15.67052  -13.00310  0.40
H  -35.04815  15.34472  -11.62107  0.43
H  -35.56810  13.97320  -14.28050  0.32
H  -36.37416  15.41080  -13.87596  0.40
H  -36.59468  13.98557  -12.77683  0.30
H  -29.50557  11.86167  -13.10891  -0.22
H  -29.98542  13.51765  -13.28341  0.98
H  -32.01651  12.87739  -14.65345  0.16
H  -31.75888  11.23373  -14.29443  0.24
H  -29.61590  11.18447  -15.70369  0.34
H  -29.79243  12.89605  -15.96914  0.37
H  -30.47866  11.45821  -17.87420  0.39
H  -31.73822  12.63716  -17.28982  0.34
H  -31.90980  10.96113  -17.07811  0.33
H  -32.96665  10.85895  -12.25972  0.73
H  -32.57333  10.92187  -10.47616  0.47
H  -30.75618  9.60589  -10.54296  -0.30
H  -30.50010  9.63160  -12.25339  0.32
H  -32.76841  8.09724  -10.73565  0.63
H  -31.49457  7.37684  -11.48480  0.05
H  -33.77615  8.54907  -13.07561  0.40
H  -33.02378  6.98032  -13.29242  0.44
H  -32.18601  8.34038  -13.85472  0.29
B  -27.32106  10.15517  -12.07339  5.45
H  -26.37483  9.92069  -11.61088  -1.58
H  -27.27316  9.76914  -13.07983  -0.43
H  -28.17178  9.73479  -11.55978  -1.72
H  -27.49249  11.22031  -12.05527  -0.86
B  -25.84287  9.98058  -6.50797  4.81
H  -26.22285  8.99309  -6.71944  -1.63
H  -26.70411  10.61796  -6.63554  -0.72
H  -25.59026  10.01918  -5.45967  -0.39
H  -25.00802  10.27961  -7.12266  -1.25
C  -31.65644  10.69822  -6.68533  -1.22
C  -31.29506  9.59741  -7.65142  0.70
O  -29.92750  9.38545  -7.89978  -0.21
H  -31.19131  10.56766  -5.70824  0.14
H  -32.73991  10.72888  -6.57020  0.38
H  -31.15146  11.61713  -6.98314  0.20
H  -31.88938  9.86004  -8.52659  -0.59
H  -31.93094  8.75894  -7.36729  0.12
C  -27.99663  4.03923  -6.74638  -0.68
C  -26.95698  3.80040  -7.80162  0.57
O  -25.84835  3.42579  -7.42062  -0.63
C  -27.30723  4.04954  -9.33158  -0.40
H  -28.96863  3.88371  -7.21450  0.26
H  -27.91001  5.04367  -6.33199  0.10
H  -27.86353  3.28712  -5.96875  0.34
H  -28.21353  3.60213  -9.73967  0.50
H  -26.41160  3.73799  -9.86906  0.35
H  -27.40724  5.11751  -9.52529  -0.38
C  -20.06069  9.11487  -7.06320  -1.21
C  -21.20858  8.39727  -7.71542  0.78
O  -21.01128  7.26689  -8.15190  -0.57
C  -22.63017  9.13272  -7.90829  0.14
H  -19.54377  8.36796  -6.46070  0.41
H  -20.46684  9.90010  -6.42558  0.28
H  -19.47179  9.56092  -7.86465  0.26
H  -22.56200  10.21593  -7.80770  -0.09
H  -23.35073  8.86280  -7.13626  0.17
H  -23.03862  8.88177  -8.88722  -0.39
C  -29.37287  6.73136  -13.82004  -0.91
C  -28.83368  6.11895  -12.55759  0.59
O  -28.54804  4.92073  -12.45539  -0.65
C  -28.51481  7.05750  -11.35667  3.64
H  -28.65307  7.24159  -14.46007  0.26
H  -30.15651  7.42517  -13.51567  -0.08
H  -29.72566  5.95418  -14.49801  0.43
H  -29.24240  7.86902  -11.36970  -1.64
H  -27.65311  7.64773  -11.66847  -0.85
H  -28.52511  6.66880  -10.33839  -0.70
C  -24.58805  6.76647  -5.47513  -0.54
C  -25.55107  6.92416  -4.32832  0.83
O  -26.77457  6.89996  -4.49024  -0.60
C  -24.93337  7.01181  -2.94011  -1.25
H  -24.50721  5.69441  -5.65475  0.43
H  -23.57494  7.13533  -5.31500  0.35
H  -24.98074  7.23017  -6.38005  -0.26
H  -25.18783  7.94271  -2.43335  0.30
H  -23.84775  7.06870  -3.01931  0.37
H  -25.14480  6.13993  -2.32105  0.34
C  -25.43299  6.65184  -12.54504  -0.88
C  -24.87060  6.85996  -11.16121  0.72
O  -25.60854  6.77927  -10.18439  -0.19
C  -23.38913  7.14031  -11.10860  -0.62
H  -24.71573  6.14744  -13.19253  0.51
H  -25.73247  7.55116  -13.08322  0.10
H  -26.20897  5.90981  -12.35706  -0.03
H  -23.32705  8.22844  -11.09437  -0.40
H  -22.86279  6.79021  -11.99658  0.48
H  -22.82850  6.72728  -10.27003  0.35
C  -25.84465  14.27374  -7.53332  -0.53
C  -24.36264  14.46179  -7.41219  0.38
O  -23.88604  15.57570  -7.23335  -0.64
C  -23.52814  13.20917  -7.54156  -0.35
H  -26.20314  15.26435  -7.81310  0.34
H  -26.29583  13.85117  -6.63556  0.40
H  -25.97833  13.51623  -8.30560  -0.16
H  -24.10650  12.43102  -8.03963  -0.14
H  -23.47007  12.88689  -6.50191  0.28
H  -22.49683  13.34282  -7.86815  0.40
F  -34.84087  4.08070  -6.39399  -0.33
C  -33.78136  4.57748  -7.01373  0.39
C  -33.87883  5.00162  -8.31964  -0.80
C  -32.67847  5.51608  -8.88387  0.00
C  -31.49008  5.60763  -8.19260  -0.60
C  -31.44577  5.22708  -6.82401  -0.48
C  -32.58739  4.72229  -6.22927  -0.59
H  -34.81902  4.90276  -8.84182  0.46
H  -32.67417  6.00262  -9.84805  0.34
H  -30.68256  6.12293  -8.69139  0.70
H  -30.50506  5.25026  -6.29399  0.47
H  -32.59374  4.48963  -5.17465  0.43
F  -20.82973  9.33383  -14.02368  -0.35
C  -21.47542  9.98375  -13.02291  0.09
C  -20.83915  10.09619  -11.80204  -0.43
C  -21.54539  10.61019  -10.69203  -0.56
C  -22.89427  10.94016  -10.91027  -0.30
C  -23.54844  10.77447  -12.11023  -0.92
C  -22.79331  10.34166  -13.17615  -0.28
H  -19.80372  9.82299  -11.66187  0.43
H  -21.03189  10.72339  -9.74868  0.51
H  -23.49003  11.31449  -10.09091  0.56
H  -24.60863  10.96821  -12.17975  0.56
H  -23.20995  10.26389  -14.16951  0.46

Forces on atoms 1 to 3 (eV/Å):
-0.27 -0.09 -0.21
-0.33 -0.20 0.20
0.13 -0.67 -0.71


No. 2
Density functional theory data (wB97M-V/def2-TZVPD) for 2 unconnected molecules or ions with the total composition C4H5F3O at a distorted geometry.

The molar mass comes out at 126.1 g mol⁻¹. For the total energy, the calculation gives -530.0480 a.u. The calculation puts the LUMO energy at 0.828 eV. The gap between HOMO and LUMO comes out at 10.02 eV.

Each line ends with the Mulliken charge.
Atoms and positions in Å:
C  0.19036  0.82894  -1.66034  -0.70
C  -1.13216  1.15003  -1.17508  1.10
C  1.12939  -1.48831  1.43437  -0.47
C  0.76282  -0.20323  1.44293  -0.73
O  -0.75364  -0.25866  -1.23053  -0.19
F  0.12072  0.95820  -2.98052  -0.19
F  -2.32800  1.44064  -1.73493  -0.21
F  -1.27088  1.46292  0.14052  -0.21
H  -0.35827  -0.55418  -0.44450  0.37
H  0.57467  -2.12155  2.09954  0.26
H  1.89033  -1.96216  0.81670  0.28
H  1.05365  0.67678  0.96447  0.52
H  0.12100  0.07056  2.32738  0.17

Forces on atoms 1 to 3 (eV/Å):
2.01 3.27 -0.42
-2.10 0.54 2.96
-0.07 0.67 -0.69


No. 3
Density functional theory data (wB97M-V/def2-TZVPD) for a molecular structure, C32H21F4GeN4ORuSbSe4 at a distorted geometry.

The multiplicity is 5. The molar mass comes out at 1164.8 g mol⁻¹. For the total energy, the calculation gives -13943.4145 a.u. The calculation puts the LUMO energy (alpha / beta) at -2.077 / -3.148 eV. The gap between HOMO and LUMO (alpha / beta) comes out at 5.72 / 5.14 eV.

Each line ends with the Mulliken spin population.
Atoms and positions in Å:
Ru  1.06138  -0.96665  -1.87360  1.62
Se  3.26068  -2.03694  -2.39541  1.01
Sb  2.94995  -0.62872  -4.62129  -0.02
Se  0.15267  -2.83063  -3.46324  0.12
Se  0.12950  -0.66014  -4.02872  0.09
Se  3.74168  1.55974  -4.14237  0.09
F  2.01314  -1.48782  0.34886  0.01
C  2.16773  -1.11942  1.64959  0.00
C  1.77499  -2.05137  2.56178  0.08
F  1.29119  -3.19614  2.08161  0.00
C  1.85594  -1.83686  3.95542  -0.04
C  2.44864  -0.59776  4.30774  0.05
C  2.83555  0.33500  3.38521  -0.02
F  3.33659  1.48492  3.82206  0.00
C  2.68437  0.14762  1.99025  0.05
C  2.94903  1.16987  1.02859  0.11
C  2.55599  0.95122  -0.28163  0.00
N  2.15199  0.68792  -1.33825  0.09
C  3.48798  2.44833  1.32341  -0.02
N  3.91374  3.50311  1.50461  0.05
F  2.60208  -0.30614  5.59160  0.01
C  1.34330  -2.76353  4.89733  0.37
C  0.54593  -3.86755  4.50552  -0.04
N  -0.13972  -4.73958  4.19036  0.16
C  1.50456  -2.62082  6.29555  -0.03
N  1.60276  -2.56619  7.44267  0.17
C  -1.02246  -0.34188  1.40639  -0.01
Ge  -0.77539  0.23719  -0.47887  0.06
C  -2.55345  0.08892  -1.34491  0.06
C  -3.47249  1.10568  -1.09366  0.02
C  -4.71112  1.09715  -1.71801  0.00
C  -5.04790  0.07320  -2.59190  0.00
C  -4.14767  -0.95553  -2.82839  -0.01
C  -2.90804  -0.94475  -2.20317  -0.01
C  -0.33466  2.17792  -0.31079  0.01
C  -0.08039  2.68158  0.94227  0.00
C  0.36180  4.00577  1.13023  0.00
C  0.61468  4.80445  0.05468  0.00
C  0.37254  4.33837  -1.25752  0.00
C  0.63045  5.14288  -2.39280  0.00
C  0.40109  4.67701  -3.65529  0.00
C  -0.16439  3.40044  -3.83867  0.00
C  -0.45534  2.62054  -2.75596  -0.01
C  -0.14470  3.02762  -1.44074  -0.02
H  -1.98496  0.07265  1.71289  0.00
H  -0.25294  0.05089  2.06990  0.01
H  -1.05692  -1.42140  1.51305  0.00
H  -3.21871  1.91071  -0.41189  0.00
H  -5.41343  1.89897  -1.52747  0.00
H  -6.00912  0.08276  -3.08949  0.00
H  -4.40492  -1.76116  -3.50473  0.00
H  -2.21657  -1.75899  -2.38329  0.01
H  -0.20990  2.05739  1.81792  0.00
H  0.53904  4.35917  2.13761  0.00
H  1.01737  5.80059  0.19195  0.00
H  1.00756  6.14716  -2.23889  0.00
H  0.61898  5.29035  -4.51971  0.00
H  -0.37434  3.04389  -4.83982  0.00
H  -0.97803  1.68365  -2.88456  0.00
C  0.27624  -4.84032  -0.28748  -0.01
C  -0.66361  -3.69783  -0.05965  0.00
C  -1.90870  -3.98449  0.71963  0.00
O  -0.43193  -2.58295  -0.49540  -0.01
H  -0.12126  -5.45141  -1.10325  0.00
H  0.34609  -5.46635  0.60186  0.00
H  1.26424  -4.48057  -0.57090  0.00
H  -1.62660  -4.12030  1.76910  0.00
H  -2.36545  -4.91776  0.38896  0.00
H  -2.61633  -3.16270  0.63312  0.00

Forces on atoms 1 to 3 (eV/Å):
-0.84 -0.87 -0.37
-0.10 -0.09 -0.01
0.39 0.65 -0.33